The following is a quantum chemistry calculation of 2 unconnected molecules or ions with the total composition C4H12N2O, from the Open Molecules 2025 dataset.

The geometry in XYZ format:
```
19
Properties=species:S:1:pos:R:3:forces:R:3
C -0.49239 -1.35227 -1.78613 -0.013 0.115 -0.132
C -0.58909 2.15879 0.06888 0.211 -0.188 0.102
C 0.49192 1.19626 0.49148 0.028 0.515 -0.443
N -1.02219 -2.00083 -0.59939 -0.255 -0.082 0.265
N 1.68429 1.13186 0.08559 0.422 -0.227 0.035
H -1.92569 -2.41685 -0.80039 0.101 0.050 0.112
H -1.15414 -1.32119 0.14266 -0.052 -0.098 -0.040
H 1.93647 1.82078 -0.61300 -0.318 0.083 0.044
H -1.14690 -0.57605 -2.21117 0.095 -0.051 -0.015
H -0.32185 -2.11019 -2.55054 0.071 0.077 -0.069
H -1.46709 1.60465 -0.25494 -0.083 -0.023 -0.023
H -0.87503 2.77573 0.91837 -0.053 0.037 0.039
H -0.24197 2.79583 -0.74014 0.012 -0.007 0.001
C 0.98357 -0.60903 1.89889 0.353 -0.245 0.123
O 0.04452 0.33963 1.41956 -0.513 0.092 0.080
H 0.46358 -0.89329 -1.53626 0.043 -0.003 -0.103
H 1.87903 -0.10203 2.26123 -0.051 -0.077 0.003
H 1.26555 -1.29707 1.10040 0.005 0.008 0.068
H 0.48741 -1.14473 2.70491 -0.004 0.023 -0.051
```
Positions in Å, forces in eV/Å.

The value obtained for the LUMO energy is 0.9476 eV. For the HOMO energy, the calculation gives -9.153 eV.


The following is a quantum chemistry calculation of a molecular structure, C40H47N6O3PS2SbY at a distorted geometry, from the Open Molecules 2025 dataset.

The geometry in XYZ format:
```
101
Properties=species:S:1:pos:R:3:forces:R:3
Y 0.21291 -0.88801 0.84896 0.412 -0.780 0.074
N -0.80109 -2.41611 -1.55954 0.015 -0.219 -0.063
C -2.18259 -2.17231 -1.97804 -0.251 0.022 -0.301
C -3.10569 -2.11921 -0.74884 0.350 0.117 0.272
C -2.23439 -1.54091 0.34916 -1.380 -0.498 -0.428
O -2.05389 -0.30531 0.42396 -0.058 0.425 0.122
O -1.58299 -2.34881 1.05746 0.035 -0.343 0.297
H -0.21139 -2.50501 -2.38334 0.005 0.033 0.179
H -0.74499 -3.30511 -1.05994 0.173 0.226 -0.079
H -2.55549 -2.93891 -2.67244 0.019 0.238 0.009
H -2.18739 -1.20371 -2.48914 -0.125 -0.128 -0.023
H -3.40609 -3.12311 -0.45194 -0.071 0.019 -0.026
H -3.97779 -1.49361 -0.93204 0.001 -0.047 -0.056
S 2.32611 -0.04951 2.60106 0.532 -0.140 -0.144
C 1.02361 0.93829 3.09356 0.071 0.088 -0.202
C 1.03311 1.69849 4.27526 -0.174 -0.017 0.030
C -0.06789 2.44809 4.59976 -0.030 -0.065 -0.119
C -1.16399 2.46719 3.73286 -0.033 -0.022 -0.122
C -1.10279 1.71489 2.58226 -0.425 0.224 0.070
N -0.05619 0.94679 2.26936 0.213 0.587 0.648
H 1.90801 1.66219 4.90246 0.105 -0.013 0.078
H -0.08739 3.02079 5.51516 0.004 0.078 0.081
H -2.04039 3.05089 3.95406 -0.126 0.106 -0.016
H -1.91419 1.70159 1.86306 -0.049 -0.020 0.094
O 1.79831 -0.62091 -0.60964 0.664 -0.019 -0.523
N 2.92381 -1.30561 -0.75594 0.011 -0.410 0.206
C 3.97751 -0.69751 -1.31484 0.418 0.293 -0.367
C 5.13491 -1.38161 -1.58434 -0.196 -0.041 0.065
C 5.19941 -2.74011 -1.26344 -0.131 0.105 0.016
C 4.13021 -3.33631 -0.64514 0.176 0.208 -0.114
C 2.97021 -2.60551 -0.35034 -0.250 -0.049 0.082
S 1.63171 -3.26611 0.46086 -0.096 -0.427 0.263
H 3.82411 0.34459 -1.54594 -0.043 0.099 0.020
H 5.96141 -0.86901 -2.04514 0.061 0.097 -0.044
H 6.08111 -3.31221 -1.50124 0.134 -0.083 0.018
H 4.14091 -4.37491 -0.36284 0.009 -0.111 0.050
C -3.66769 1.62399 -1.74894 -0.026 -0.006 0.069
C -2.93479 2.92689 -1.82434 -0.114 0.095 0.036
C -3.63939 4.10599 -2.03804 -0.069 -0.008 -0.063
C -3.00509 5.33589 -2.01594 0.023 0.104 0.077
C -1.65819 5.39989 -1.70864 -0.021 0.131 -0.022
C -0.94409 4.22879 -1.51834 0.172 0.099 0.036
C -1.55349 2.98899 -1.63554 0.273 -0.470 0.177
Sb -0.30419 1.19319 -1.62544 0.319 1.390 -0.987
C -0.52639 0.86299 -3.80484 -0.070 -0.177 0.664
C -1.58309 1.44159 -4.49144 -0.047 0.144 0.062
C -1.83829 1.12929 -5.81664 -0.088 0.032 -0.102
C -1.03269 0.22009 -6.47724 -0.081 0.019 -0.049
C 0.04601 -0.33411 -5.81264 0.050 0.019 -0.045
C 0.31431 -0.02051 -4.48544 0.046 -0.080 0.037
C 1.53371 -0.58371 -3.82434 -0.049 -0.082 -0.026
C 1.52531 2.37359 -1.56054 -0.348 -0.403 -0.075
C 2.20091 2.29599 -0.34924 -0.143 -0.098 0.193
C 3.34361 3.03909 -0.10534 0.062 0.028 0.144
C 3.81391 3.89829 -1.08244 0.038 -0.054 0.054
C 3.14351 3.98299 -2.28944 0.070 0.096 -0.055
C 2.00551 3.22899 -2.55244 0.101 0.041 -0.052
C 1.33111 3.38399 -3.87824 0.034 0.032 -0.031
H -4.72579 1.76099 -1.95644 -0.095 -0.053 -0.045
H -3.55139 1.21059 -0.74814 -0.059 -0.141 0.019
H -3.26629 0.89749 -2.45374 -0.005 -0.148 -0.094
H -4.70179 4.05769 -2.23694 -0.088 -0.027 0.025
H -3.56389 6.24019 -2.21244 -0.051 0.042 0.016
H -1.15379 6.35369 -1.63744 0.010 0.052 0.009
H 0.11081 4.28869 -1.28414 -0.036 0.067 -0.066
H -2.20139 2.18119 -4.00364 -0.089 0.007 0.006
H -2.66719 1.59979 -6.32664 -0.055 0.018 -0.035
H -1.23739 -0.05221 -7.50344 0.014 0.023 -0.055
H 0.70281 -1.01361 -6.33844 0.068 -0.083 -0.009
H 2.05461 -1.27501 -4.48254 0.078 -0.043 -0.023
H 1.27551 -1.10141 -2.90324 0.086 -0.013 0.157
H 2.21251 0.22699 -3.56014 0.150 0.029 0.087
H 1.83471 1.63469 0.43006 0.167 0.110 -0.012
H 3.85241 2.94409 0.84356 0.003 0.004 0.084
H 4.69111 4.50459 -0.90384 0.059 0.018 -0.006
H 3.49641 4.66689 -3.04794 0.072 0.065 -0.107
H 1.71531 4.25839 -4.39594 0.008 0.091 -0.096
H 0.25691 3.49059 -3.75694 -0.086 0.034 -0.096
H 1.50841 2.51099 -4.50234 -0.037 -0.064 -0.150
C -0.02329 -4.61611 5.46836 -0.013 -0.161 0.102
N -0.99339 -4.61721 4.38886 -0.084 -0.453 0.113
C -2.21189 -3.96121 4.82956 -0.162 -0.122 0.095
N -1.99739 -2.62311 5.35776 -0.397 -0.020 0.300
C -1.00249 -2.69351 6.41486 -0.096 0.029 0.165
N 0.25211 -3.28771 5.99076 0.085 -0.174 0.361
C 0.94531 -2.45211 5.03286 0.345 0.432 -0.528
P -0.02629 -2.17801 3.44436 -0.446 -0.664 0.656
C -0.45869 -3.98881 3.20336 0.168 0.264 -0.437
C -1.61429 -1.69671 4.31556 0.226 0.309 -0.418
H 0.90581 -5.06401 5.10796 -0.015 0.001 0.045
H -0.41939 -5.22761 6.28586 0.055 0.033 -0.030
H -2.66219 -4.56711 5.62216 0.003 0.008 -0.056
H -2.90369 -3.90091 3.98576 -0.023 -0.041 0.055
H -1.41499 -3.31241 7.21826 0.044 0.076 0.002
H -0.81199 -1.68871 6.80006 -0.026 -0.015 0.006
H 1.90681 -2.91161 4.77676 -0.069 0.124 0.014
H 1.15241 -1.48261 5.50126 0.068 -0.060 -0.160
H 0.45231 -4.51401 2.88896 -0.131 0.069 -0.002
H -1.19289 -4.06071 2.39666 0.196 0.003 0.074
H -2.41209 -1.63881 3.56586 0.084 0.064 0.088
H -1.48359 -0.69841 4.75556 -0.030 -0.077 -0.141
```
Positions in Å, forces in eV/Å.

The value obtained for the LUMO energy is 0.4720 eV. For the HOMO energy, the calculation gives -7.282 eV.


What did we get for gap between HOMO and LUMO? Answer: 10.101, 7.754 eV, in the order shown.
What did we get for relative energy (zero: lowest compared OMol25 entry of this formula, charge and spin)? Answer: 129.62, 6.10 kJ/mol, in the order shown.